(1)
Density functional theory data (ωB97M-V/def2-TZVPD) for a molecular structure, C6H8N2 in a non-equilibrium geometry.

Last column: Mulliken charge in e.
Geometry (Å):
1 H -0.926258 -2.391771 -0.524537  0.344
2 H -3.023767 1.325948 0.362562  0.202
3 C 0.495999 0.602537 -0.005542  0.725
4 H 2.353025 1.121672 -0.729102  0.235
5 H -2.938577 -1.214724 0.138340  0.262
6 C -0.789123 1.309570 0.033233  -0.449
7 C -0.716455 -1.371791 -0.271680  -0.643
8 N 1.915754 -1.330503 0.108133  -0.665
9 C -1.977275 0.696861 0.172123  -0.403
10 H 2.021074 -2.366459 0.263901  0.298
11 N 1.814470 1.510243 -0.080136  -0.586
12 H -0.700760 2.467511 0.210570  0.102
13 C 0.512496 -0.808118 -0.003545  0.261
14 C -1.932275 -0.712161 -0.071460  -0.295
15 H 1.518098 2.505640 -0.381167  0.271
16 H 2.025397 -1.007379 1.344687  0.342

Force components x, y, z for each atom (eV/Å):
H 0.86 -0.77 0.19
H 3.05 -1.95 -0.51
C 0.06 3.01 -0.44
H 2.96 -1.98 -3.39
H 1.80 0.10 -1.05
C 3.89 2.88 1.21
C -1.98 -1.07 0.79
N -1.17 0.27 5.43
C -2.97 -0.70 -0.30
H -0.82 1.15 -0.65
N -6.66 1.50 3.40
H -0.20 -2.27 -0.64
C 2.31 1.91 -1.01
C -1.86 1.46 1.22
H 0.53 -2.44 0.58
H 0.21 -1.09 -4.83

For the HOMO energy, the calculation gives -8.154 eV. For the orbital gap, the calculation gives 9.01 eV.

=====

(2)
Density functional theory data (ωB97M-V/def2-TZVPD) for a molecular structure, C6H8N2 in a non-equilibrium geometry.

Last column: Mulliken charge in e.
Geometry (Å):
1 H 0.224204 2.357764 -0.141766  0.085
2 H 2.091637 -1.890995 0.700548  0.249
3 H -1.991968 1.448093 0.948684  0.288
4 N -0.029182 -0.705485 0.209674  -0.459
5 C 2.213657 0.282916 -0.143706  -0.327
6 C -2.260516 -1.348782 -0.111509  -0.833
7 H -3.227244 -0.873063 -0.112004  0.279
8 H -2.153395 1.251756 -0.745884  0.265
9 N -0.162120 1.600195 0.112707  -0.168
10 C 2.791801 -0.909793 0.154004  -0.502
11 C -1.490797 1.040370 0.134207  -0.483
12 H 3.834181 -1.045035 -0.212491  0.286
13 H 2.877455 1.376319 -0.593396  0.143
14 C 0.656802 0.420909 0.071143  0.468
15 C -1.261745 -0.442507 0.100003  0.503
16 H -2.112763 -2.562660 -0.370218  0.205

Force components x, y, z for each atom (eV/Å):
H 2.54 7.16 -2.42
H 2.39 3.44 -2.05
H -1.13 0.26 1.76
N 7.63 0.47 -0.48
C -0.27 2.31 -0.09
C 1.07 -1.76 -0.43
H -0.56 -0.59 -0.35
H 0.88 0.38 0.44
N -0.24 -10.06 1.76
C -1.65 -0.97 0.27
C -1.43 1.18 -2.24
H -0.81 -0.21 0.86
H -2.21 -3.91 1.41
C 0.76 -0.69 0.44
C -6.64 -0.85 0.03
H -0.34 3.83 1.11

For the HOMO energy, the calculation gives -7.446 eV. For the orbital gap, the calculation gives 7.72 eV.

=====

(3)
Density functional theory data (ωB97M-V/def2-TZVPD) for a single C6H8N2 molecule in a non-equilibrium geometry.

Last column: Mulliken charge in e.
Geometry (Å):
1 H -3.479612 -0.723071 0.838036  0.176
2 H 0.475812 2.704915 -0.643076  0.285
3 H 2.496031 -1.793797 0.674642  0.321
4 N 1.442791 0.014312 1.400402  -0.439
5 C 0.899482 1.715086 -0.399747  -0.355
6 N 0.374418 1.032964 0.756320  -0.265
7 H -0.167120 -1.630508 -0.876211  0.351
8 H 2.145814 1.435982 -0.203815  0.257
9 C 0.081471 0.423076 -0.499522  0.622
10 C -2.405409 -0.028716 0.827986  -0.761
11 C 1.691028 -0.968049 0.489401  -0.056
12 H 1.388533 -0.940784 -1.754430  0.234
13 H -1.978484 -0.578960 -1.234764  0.375
14 H -2.141671 0.160452 1.745214  0.415
15 C -1.532952 0.035269 -0.365043  -0.510
16 C 0.709868 -0.858175 -0.755399  -0.650

Force components x, y, z for each atom (eV/Å):
H 3.32 2.25 -0.69
H 0.65 -0.58 0.27
H -1.76 1.74 -0.20
N 0.69 -1.47 -3.71
C 2.84 -1.59 0.87
N 1.51 -2.64 2.61
H 2.29 0.80 0.57
H -3.44 1.45 -1.96
C -4.34 0.98 0.76
C -0.37 -3.31 -8.95
C -1.94 2.29 2.25
H -1.69 0.31 2.15
H 0.81 1.42 1.07
H 1.75 1.82 4.76
C -2.98 -0.67 2.00
C 2.67 -2.80 -1.81

For the HOMO energy, the calculation gives -9.296 eV. Its structure (SMILES) is C=C[C@]12CC=NN1C2. For the orbital gap, the calculation gives 10.15 eV.

=====

(4)
Density functional theory data (ωB97M-V/def2-TZVPD) for a single C6H8N2 molecule in a non-equilibrium geometry.

Last column: Mulliken charge in e.
Geometry (Å):
1 C 1.042360 1.281505 -0.662722  -0.315
2 N -0.569684 -0.130911 -1.397931  -0.324
3 C 0.823857 0.305620 2.016943  -0.502
4 H -2.570433 -1.240025 0.575827  0.219
5 H 0.123363 0.545184 2.794335  0.260
6 H 1.295981 -0.824838 0.341714  0.263
7 C 0.542938 1.028701 0.713196  -0.063
8 C -0.642129 -0.760319 -0.208219  0.602
9 N 0.441200 0.731951 -1.646907  -0.530
10 C 0.391451 -0.467290 0.782162  -0.139
11 H -2.154702 -1.913115 -0.990704  0.380
12 H -1.472500 -2.587160 0.529095  0.325
13 C -1.743834 -1.679191 0.000837  -1.100
14 H 1.848666 0.067250 2.360192  0.246
15 H -0.455423 1.453208 0.768712  0.261
16 H 1.796577 2.038057 -0.918503  0.415

Force components x, y, z for each atom (eV/Å):
C 1.10 1.53 0.62
N -1.16 -2.23 2.55
C 0.42 -0.20 -0.76
H 0.28 0.16 0.03
H -0.15 0.02 0.23
H 0.91 -0.70 -0.24
C -0.10 0.19 -0.06
C -0.30 1.60 -1.75
N 0.87 0.13 -0.05
C 0.61 0.41 -0.16
H -0.04 -0.18 0.34
H 0.27 -0.14 0.00
C -1.56 -0.77 -0.70
H -0.77 0.24 -0.31
H -0.18 0.29 0.16
H -0.19 -0.35 0.09

For the HOMO energy, the calculation gives -8.970 eV. Its structure (SMILES) is CC1=NN=C[C@@H]2C[C@@H]12. For the orbital gap, the calculation gives 9.66 eV.

=====

(5)
Density functional theory data (ωB97M-V/def2-TZVPD) for a single C6H8N2 molecule in a non-equilibrium geometry.

Last column: Mulliken charge in e.
Geometry (Å):
1 C 1.903145 -1.333117 0.718214  -1.192
2 H -2.065709 0.091775 1.519902  0.303
3 C -0.466375 -0.359718 0.207352  0.638
4 H 2.846148 -1.460452 0.189785  0.340
5 H -0.651680 -0.831423 2.265495  0.285
6 C -1.253531 1.803720 -1.023356  -1.251
7 C -1.103142 -0.381656 1.393885  -0.929
8 N 0.071533 -0.008550 -2.077024  -0.547
9 H -2.292303 1.647141 -1.336412  0.290
10 C 0.893837 -0.736123 -0.186407  0.606
11 H -1.226920 2.345216 -0.070103  0.359
12 H -0.782206 2.396281 -1.802121  0.362
13 H 2.075567 -0.701877 1.598506  0.303
14 N 1.079367 -0.649689 -1.543527  -0.397
15 H 1.574277 -2.311541 1.081429  0.296
16 C -0.602008 0.490014 -0.935617  0.535

Force components x, y, z for each atom (eV/Å):
C 0.07 -0.32 0.05
H -0.09 0.06 -0.02
C 2.32 2.02 0.74
H -0.02 -0.02 -0.01
H -0.08 -0.40 -0.03
C -0.95 0.03 -0.12
C 0.60 0.21 -0.94
N -4.08 4.53 3.00
H -0.17 0.31 0.19
C 2.13 -3.26 -2.13
H -0.08 -0.15 -0.22
H 0.06 0.01 0.04
H -0.01 -0.04 -0.13
N 2.36 -2.49 5.64
H 0.09 -0.03 0.05
C -2.15 -0.46 -6.12

For the HOMO energy (alpha / beta), the calculation gives -7.715 / -7.751 eV. Its structure (SMILES) is C=C1C(C)=NN=C1C. For the orbital gap (alpha / beta), the calculation gives 6.26 / 6.35 eV.

=====

(6)
Density functional theory data (ωB97M-V/def2-TZVPD) for a molecular structure, C6H8N2 in a non-equilibrium geometry.

Last column: Mulliken charge in e.
Geometry (Å):
1 H -1.433954 0.261479 -2.231311  0.240
2 H 2.029219 -0.638435 -0.475311  0.227
3 C 0.749005 -0.813591 1.016769  -0.714
4 H -1.131800 -0.492551 1.824854  0.322
5 N 1.299500 -0.140222 -0.174102  -0.378
6 C -0.737106 0.818568 -1.561109  -0.405
7 H -0.251610 -1.226610 -1.134336  0.121
8 C -0.827784 0.627489 -0.101456  0.343
9 C -0.689747 -0.615167 0.731391  -0.550
10 H 0.875344 -1.811616 0.981563  0.418
11 C 0.225967 -0.133151 -1.024189  -0.184
12 C -0.110855 1.652661 0.691539  0.090
13 N 0.350065 2.444964 1.331588  -0.486
14 H -0.489270 1.922141 -1.715363  0.291
15 H 1.400534 -0.501330 1.772263  0.406
16 H -1.257507 -1.354627 0.067209  0.258

Force components x, y, z for each atom (eV/Å):
H 0.42 1.19 0.42
H 3.70 -1.99 -1.84
C 0.99 1.22 -2.46
H -0.19 -0.38 -2.12
N -0.15 1.74 0.78
C -0.19 1.47 -1.67
H 1.53 2.39 -0.94
C 0.98 0.18 2.18
C -5.80 0.00 4.65
H 0.81 -3.89 -0.32
C -1.02 -1.78 -2.13
C -2.75 -2.64 -3.45
N 1.75 3.05 2.58
H -0.46 -1.78 -0.41
H -0.44 1.10 2.29
H 0.82 0.11 2.44

For the HOMO energy, the calculation gives -8.972 eV. For the orbital gap, the calculation gives 9.67 eV.

=====

(7)
Density functional theory data (ωB97M-V/def2-TZVPD) for a single C6H8N2 molecule in a non-equilibrium geometry.

Last column: Mulliken charge in e.
Geometry (Å):
1 C 0.156153 -1.007232 1.931158  -0.442
2 H -2.881853 -2.007700 0.935212  0.384
3 H -0.648883 1.376742 -1.057865  0.319
4 H 0.175870 0.014121 -1.889194  0.313
5 C 0.346952 0.898925 -1.296330  -0.297
6 H 1.127423 1.935117 -3.078335  0.290
7 N -1.374031 -0.779377 0.127830  -0.476
8 C -0.070135 -0.382018 0.611546  0.697
9 N 0.793942 0.328911 0.029925  -0.505
10 H 1.157683 -0.843623 2.468808  0.336
11 H -1.249326 -2.263286 3.100346  0.374
12 C 1.441159 1.791067 -1.945963  -0.966
13 H 1.495099 2.740680 -1.379403  0.284
14 H 2.467495 1.318286 -1.860163  0.281
15 C -1.908992 -1.503718 1.061176  -0.238
16 C -1.028557 -1.616896 2.241252  -0.356

Force components x, y, z for each atom (eV/Å):
C -0.03 0.09 1.05
H 0.54 0.44 0.08
H 1.17 -0.13 -0.87
H -0.31 -0.08 -0.56
C 0.30 -0.07 1.34
H 0.91 0.02 2.36
N -0.41 -0.07 0.08
C -0.28 -0.75 0.34
N -0.43 0.72 -1.02
H -2.00 -0.53 -0.68
H 0.12 0.57 -0.31
C -0.63 -0.29 -0.78
H -0.04 -0.27 -0.68
H -1.32 0.33 -0.30
C 0.87 0.71 -0.57
C 1.52 -0.69 0.52

For the HOMO energy, the calculation gives -9.764 eV. Its structure (SMILES) is CC/N=C1/C=CC=N1. For the orbital gap, the calculation gives 9.10 eV.

=====

Molecular weight in Da, matching the order above: 108.14 108.14 108.14 108.14 108.14 108.14 108.14